1.
Below is a single C10H16N2O2S molecule, with properties calculated with the ωB97M-V functional and the def2-TZVPD basis.

Atoms and positions in Å:
S 3.0384 0.2389 0.6224
O 4.8503 1.2884 0.2940
O 6.2852 0.2057 -1.0592
N 0.0624 -0.3739 -0.0546
N 1.5790 -2.0252 0.6003
C 0.3427 -2.5255 0.3416
C 5.2694 0.3519 -0.4189
C 1.6719 -0.7153 0.4931
C -1.8172 1.2370 -0.3956
C 0.0338 1.6740 1.2249
C 4.1715 -0.8542 -0.3000
C -1.9619 -1.8538 -0.3270
C -0.2958 1.0493 -0.1103
C 0.5554 1.5715 -1.2724
C -0.5531 -1.5263 -0.0465
H -2.0786 -2.9445 -0.2539
H 0.1700 -3.6179 0.3243
H -2.1702 2.1653 -0.6109
H 1.5704 1.2226 -1.0250
H 0.2989 2.7290 1.0561
H 0.8749 1.3419 1.7776
H -2.3648 0.8707 0.4798
H -2.1216 -1.4972 -1.3396
H 4.2881 -1.7083 0.2891
H -2.6327 -1.2480 0.2377
H -1.9031 0.5273 -1.2983
H 0.2363 1.2367 -2.2314
H 3.7403 -1.1695 -1.3360
H 2.3364 -2.6215 1.0986
H 0.5669 2.7163 -1.0862
H -0.7782 1.4458 1.7834

Summary:
- orbital gap (eV) = 8.05
- F_max (eV Å⁻¹) = 5.511
- HOMO (eV) = -8.062
- energy relative to the best compared isomer or geometry (same formula, charge and spin) (kJ/mol) = 465.7
- multiplicity = 1

Charges obtained by natural (NBO) population analysis, quoted in units of e: S 0.451; O -0.723; O -0.658; N -0.359; N -0.518; C -0.162; C 0.784; C 0.204; C -0.596; C -0.619; C -0.642; C -0.635; C 0.146; C -0.620; C 0.189; H 0.239; H 0.224; H 0.230; H 0.238; H 0.229; H 0.227; H 0.201; H 0.226; H 0.197; H 0.234; H 0.203; H 0.214; H 0.224; H 0.456; H 0.212; H 0.205

2.
Below is 9 unconnected molecules or ions with the total composition C57H141F6N7O10P, with properties calculated with the ωB97M-V functional and the def2-TZVPD basis.

Atoms and positions in Å:
P -0.4075 -0.0241 -0.3680
F -0.4639 1.6046 -0.5955
F 0.4335 0.1661 1.0172
F -1.9385 0.0206 0.3935
F -1.2078 -0.2608 -1.7673
F -0.3256 -1.6475 -0.3160
F 1.0132 -0.0473 -1.0982
O 2.7624 -7.8209 2.4155
O -1.0978 5.9300 -6.0241
O -4.5947 4.5869 1.0988
O -4.0605 2.3913 1.2614
O -3.3076 3.4845 -0.3967
O -3.2283 -1.1383 4.3809
O 2.4017 -0.7736 -3.9036
O 9.7385 0.6904 -0.9992
O 2.8330 2.8239 2.6756
O -5.9654 2.0288 -3.2491
N 6.7283 1.0824 -0.3107
N -4.5799 -3.2831 5.9820
N 1.8854 5.4769 1.8334
N -5.9159 -0.5399 -1.2586
N -1.6738 3.5610 -4.0674
N 0.5263 -3.0560 -4.6935
N 2.7937 -4.9653 3.0285
C -7.3829 -0.8844 -0.7689
C -6.9579 2.5938 -4.0283
C -4.0159 3.5342 0.6210
C -6.2294 2.0538 -1.8530
C -0.5935 7.2443 -6.0820
C 2.0321 -3.1289 -4.2524
C -2.2338 2.1519 -3.6731
C 2.8808 -3.4298 2.6432
C 2.6281 1.5150 3.2001
C 1.5935 8.0456 1.8546
C 11.1295 0.6040 -0.8727
C 4.4905 -0.2027 0.1319
C 7.2406 1.9887 -1.4820
C 3.9199 -5.6717 2.2264
C 7.4935 -0.2144 -0.4282
C -0.2468 4.8547 -5.9845
C -6.9729 -2.4398 6.5125
C 3.0313 -5.1869 4.5760
C -1.0311 3.5668 -5.4816
C -4.8776 -1.5764 -0.6326
C 1.3328 -5.4331 2.6739
C -0.5129 -3.0810 -3.5551
C 2.0441 2.9682 1.4676
C -0.5857 4.0124 -3.0256
C -4.9146 -3.8363 4.5765
C -2.8971 4.5886 -3.8793
C -5.5929 0.9744 -0.9323
C 2.0832 4.3326 0.8270
C -1.9977 -3.1526 -3.9013
C 2.5802 -2.0702 -3.3393
C -2.4922 -0.2179 3.5183
C 2.3530 -8.6591 1.3884
C 1.8081 6.7270 0.8967
C 1.0223 -1.5743 -6.8333
C 2.3457 -3.1507 1.1944
C -2.4912 -2.2350 4.7369
C 5.9546 3.0746 1.4527
C 4.0726 -7.2446 2.3811
C -4.8071 -1.5007 0.9541
C 6.8661 1.7963 1.0436
C 0.6894 5.1691 2.8765
C -3.1060 -2.7440 6.0729
C 5.2507 0.7432 -0.7353
C 0.6658 3.0925 -2.8096
C -4.3955 -4.0794 8.4722
C 3.2430 0.2971 -3.4644
C 3.2666 5.6181 2.5849
C 9.0117 -0.2732 -0.1881
C -5.5361 -1.9701 6.1035
C -0.6677 5.0284 2.1801
C -3.8639 4.5056 -5.1314
C -7.7692 -2.4147 -0.9331
C 0.2158 -1.7433 -5.5188
C -4.7560 -4.4507 7.0103
C 0.2074 -4.3402 -5.5842
C 2.4311 -4.1205 5.6000
C -5.8023 -0.6875 -2.7522
H -0.8431 4.0455 1.7427
H 2.3195 -8.1382 0.4315
H -4.0093 -5.2168 6.8014
H 0.2397 4.6767 -6.9435
H 1.3003 4.4320 0.0751
H 4.8379 -5.2128 2.5938
H 4.7426 0.1265 1.1399
H -5.1127 -3.4730 9.0253
H 5.7067 3.8369 0.7140
H 4.3246 0.1722 -3.5149
H 2.4768 -4.7555 6.4848
H -7.9573 -0.2257 -1.4202
H 2.6620 -3.3797 -5.1059
H -0.0668 -5.2088 -4.9854
H -6.6269 -0.1687 -3.2410
H -5.5755 -1.4608 5.1406
H -7.8818 -2.7494 -1.9643
H -5.9800 -4.0448 4.6747
H 11.4237 0.8116 0.1561
H -4.5295 1.1109 -1.1291
H -7.3463 -3.4139 6.1964
H 0.5334 2.0800 -2.4283
H 4.8465 -7.6614 1.7365
H -0.4908 5.0836 -3.2036
H -1.5515 0.1683 3.9106
H 3.7224 6.5915 2.4037
H -5.7356 1.1336 0.1366
H 1.0435 2.7916 1.8622
H 9.2475 -1.2671 -0.5685
H 1.3610 -4.0535 5.4040
H 9.3533 -0.2644 0.8469
H -2.2703 -0.7869 2.6155
H -2.3956 5.5540 -3.8118
H -1.5000 4.9596 2.8805
H -4.7857 -0.4184 -3.0387
H 1.3819 -5.7908 1.6454
H -0.2656 2.7983 -5.5890
H -3.0513 -2.0634 6.9225
H 5.2132 0.3832 -1.7635
H -0.3540 -2.2104 -2.9188
H 1.2725 3.0589 -3.7146
H -3.9536 -1.1554 -1.0290
H 2.5699 -2.1048 0.9845
H -3.1388 1.8295 -4.1880
H 2.3649 2.2879 0.6787
H -4.4048 3.5762 -5.3094
H -2.4740 -2.9868 3.9478
H 2.8278 -3.8494 0.5107
H 3.0706 0.8145 2.4918
H 3.4030 -0.2767 0.1330
H -2.5127 -3.5800 6.4435
H 4.7459 -1.2498 -0.0304
H -7.4611 3.3565 -3.4340
H 4.1070 -5.3518 4.6370
H -4.7221 -3.0904 3.8053
H 6.2421 3.5690 2.3806
H 7.2563 -0.6554 -1.3964
H 2.3321 8.0998 2.6544
H 0.5954 8.0639 2.2923
H 0.8114 -2.3095 -7.6098
H 2.9494 0.7975 -2.5416
H -1.4165 1.4432 -3.8066
H -2.2078 -2.1629 -4.3066
H 7.0524 -0.7678 0.4008
H 1.3482 -9.0458 1.5585
H -0.8559 5.6612 1.3128
H -4.6306 5.2690 -4.9994
H -5.7131 -4.9515 6.8649
H -3.4206 -3.6181 8.6297
H 3.0224 1.2769 4.1880
H 2.0566 -1.5904 -6.4898
H 4.9671 2.6656 1.6661
H 2.1248 -2.0986 -2.3494
H -3.2111 2.2707 0.8306
H 11.4887 -0.3836 -1.1622
H 2.6559 6.8411 0.2212
H 1.0653 -4.5475 -6.2237
H 6.5733 2.8485 -1.4224
H 1.2669 -3.3014 1.2329
H 0.3027 -0.8600 -4.8861
H -0.8315 -1.7674 -5.8202
H -7.7804 -1.7204 6.3765
H 3.0158 -3.2433 5.8771
H -4.9863 -2.6282 -0.8970
H -1.0957 4.0309 -2.0625
H 1.6111 8.9634 1.2668
H 7.1101 1.5509 -2.4717
H -5.9716 3.0668 -1.5440
H -3.1798 0.5905 3.2696
H 6.7531 0.9900 1.7683
H 3.0331 5.5330 3.6462
H 4.0772 4.9982 2.2019
H -7.2896 2.0368 -1.6003
H 8.2697 2.1292 -1.1515
H 0.9109 4.2583 3.4328
H 4.8213 1.7385 -0.8497
H 1.5530 1.3442 3.2565
H 1.3041 3.5295 -2.0417
H 2.6506 -6.2006 4.7004
H 3.6241 -2.3808 -3.2941
H 4.4626 -7.6079 3.3318
H -3.2342 4.3311 -2.8752
H -1.4339 -2.0309 4.9063
H 0.1305 7.4554 -5.2951
H 3.8368 -5.5618 1.1452
H -5.0153 -1.2931 6.7806
H -3.3901 4.8454 -6.0524
H 2.2474 -2.9402 3.3830
H -7.6455 1.8551 -4.4404
H -7.0013 -2.7121 7.5676
H 7.8919 2.1616 1.0930
H -5.9533 -1.7454 -2.9672
H -2.1707 -4.0041 -4.5595
H 0.6354 5.1295 -5.4064
H -4.2602 -4.7034 4.4875
H 0.9711 -6.3092 3.2122
H -3.9501 -2.1189 1.2216
H -4.7573 -0.4343 1.1741
H -5.6951 -1.7066 1.5518
H -7.2068 -3.2068 -0.4388
H 0.6613 -4.5786 2.7569
H -8.7504 -2.5237 -0.4711
H 11.5461 1.2673 -1.6308
H 3.9424 -3.2259 2.7827
H -0.7079 -4.1461 -6.1434
H 1.9826 -4.0786 -3.7198
H -2.4752 -3.3922 -2.9512
H 0.9250 6.5812 0.2747
H 3.0033 1.0326 -4.2323
H -2.3263 1.9847 -2.5999
H 3.0919 4.5018 0.4502
H -4.2069 -4.9954 9.0321
H -6.5881 3.0997 -4.9201
H -7.2997 -0.5927 0.2781
H -0.2649 -3.9142 -2.8977
H 0.6857 -0.5949 -7.1732
H -1.7673 3.2378 -6.2150
H 3.0412 -9.5006 1.3080
H 0.7948 5.9186 3.6608
H -1.4137 7.9552 -5.9815
H -0.1950 7.4998 -7.0639

Summary:
- orbital gap (alpha / beta) (eV) = 2.21 / 6.98
- F_max (eV Å⁻¹) = 8.693
- total charge = +4
- HOMO (alpha / beta) (eV) = -8.727 / -13.556
- energy relative to the best compared isomer or geometry (same formula, charge and spin) (kJ/mol) = 0.0
- ⟨S²⟩ = 0.75
- multiplicity = 2

These are the Mulliken partial charges, in e, on atoms 1 to 99: P 2.332; F -0.305; F -0.242; F -0.563; F -0.353; F -0.400; F -0.910; O -0.229; O -0.253; O -0.827; O -0.488; O -0.622; O -0.346; O 0.333; O -0.278; O -0.376; O -0.135; N 0.656; N 0.188; N 0.303; N 0.482; N 0.471; N 0.891; N 1.140; C -0.361; C -0.882; C 0.498; C -1.512; C -0.840; C -1.561; C -0.565; C -1.231; C -0.318; C -1.109; C -0.791; C 0.575; C -1.018; C -1.115; C -0.653; C -0.909; C -1.185; C -0.568; C -0.636; C -0.227; C -1.228; C -0.311; C 0.634; C -0.862; C -1.022; C -0.276; C -0.017; C -1.557; C -1.276; C -0.201; C -0.841; C -0.902; C -0.480; C -1.371; C 1.561; C -0.662; C -1.127; C -0.854; C -1.082; C -0.809; C -0.576; C -1.041; C -0.499; C -1.102; C -1.145; C -0.735; C -0.539; C -1.066; C -0.118; C -1.030; C -1.432; C -1.344; C -0.207; C -0.462; C -1.135; C -1.318; C -0.938; H -0.043; H 0.389; H 0.439; H 0.590; H 0.450; H 0.319; H 0.015; H 0.307; H 0.303; H 0.421; H 0.447; H 0.467; H 0.413; H 0.357; H 0.298; H 0.215; H 0.365; H 0.530

3.
Below is a molecular structure, CH2BrCl2Pt, with properties calculated with the ωB97M-V functional and the def2-TZVPD basis.

Atoms and positions in Å:
Pt 0.0558 0.6342 -3.3852
Br 1.1178 0.7627 -1.5953
Cl 0.5446 -1.2498 2.1771
Cl -0.6440 1.4018 1.3033
C -0.2384 -0.3012 0.8410
H -1.1655 -0.8663 0.7448
H 0.3298 -0.3814 -0.0858

Summary:
- orbital gap (alpha / beta) (eV) = 7.45 / 5.31
- F_max (eV Å⁻¹) = 3.998
- total charge = +1
- HOMO (alpha / beta) (eV) = -14.421 / -14.370
- energy relative to the best compared isomer or geometry (same formula, charge and spin) (kJ/mol) = 42.8
- ⟨S²⟩ = 2.01
- multiplicity = 3

Charges obtained by natural (NBO) population analysis, quoted in units of e: Pt 0.697; Br 0.240; Cl 0.024; Cl 0.010; C -0.372; H 0.245; H 0.156

4.
Below is a molecular structure, C43H56N4O3PbSe, with properties calculated with the ωB97M-V functional and the def2-TZVPD basis.

Atoms and positions in Å:
Pb 12.7265 13.0261 8.0311
Se 10.6097 14.8238 8.9247
O 13.7011 14.9572 8.7189
O 12.5672 12.5986 10.1855
O 9.7447 11.8599 8.4415
N 15.4349 12.3821 8.2937
N 9.7319 9.8547 9.5297
N 12.7928 9.4235 8.7828
N 17.2531 12.8747 9.4429
C 11.3845 13.8080 13.3423
C 16.6400 11.2021 6.4353
C 13.9138 17.3235 8.3901
C 15.9399 12.9413 9.3342
C 18.9192 11.4901 8.0761
C 14.2738 11.6610 12.1014
C 17.6688 12.0393 8.4273
C 11.9751 7.3119 9.4160
C 11.9248 18.7778 8.6088
C 12.8045 11.7358 12.7081
C 9.4243 11.1751 9.3928
C 15.8392 16.1491 7.2783
C 13.2940 18.5584 8.4321
C 11.2981 20.2167 8.8517
C 13.9516 9.0846 9.3033
C 10.3922 15.1872 11.6937
C 11.9209 13.4231 11.0418
C 18.9657 10.7600 6.9367
C 9.8142 15.6727 14.1477
C 13.1806 6.9280 9.8921
C 11.7670 16.3659 8.6568
C 9.7776 20.1959 8.7856
C 13.0563 11.5659 14.2188
C 12.0570 13.0269 12.3920
C 16.1746 18.4726 7.7157
C 10.5943 14.9275 13.0532
C 10.3501 9.0357 8.5447
C 14.1925 7.8533 9.8878
C 16.5589 11.8293 7.6331
C 8.7057 11.7618 10.5948
C 12.0032 10.4301 12.2617
C 11.8007 20.5794 10.2409
C 8.7690 16.5288 13.4903
C 9.0397 14.6353 14.9888
C 15.9893 16.9218 9.6983
C 11.8111 21.2197 7.7861
C 11.0554 14.4276 10.7237
C 13.1489 16.1704 8.5142
C 10.7309 16.5710 14.9565
C 11.7779 8.5753 8.8596
C 11.1708 17.6110 8.6857
C 17.8430 10.6343 6.1394
C 15.4399 17.2269 8.2612
H 13.5159 10.6010 14.4038
H 12.8566 20.5434 10.1617
H 9.4188 21.2913 8.8522
H 19.8709 10.3430 6.6406
H 14.2511 11.1163 11.1517
H 12.1050 11.5869 14.7161
H 14.7486 9.8587 9.3640
H 13.3331 5.9016 10.2021
H 17.9550 9.9688 5.2743
H 11.2398 17.3335 14.3163
H 15.9915 19.3530 8.4103
H 16.8761 16.2386 7.0130
H 14.6530 12.6704 11.8667
H 11.4498 19.9737 11.0812
H 9.1879 17.1784 12.7148
H 14.9829 11.2205 12.8248
H 10.0500 17.6272 8.8216
H 8.2432 15.0258 15.5674
H 15.3488 13.4997 10.0776
H 12.9186 21.0748 7.6732
H 9.6833 14.0346 15.6687
H 10.3711 9.6668 7.6648
H 17.1795 18.2182 7.6106
H 17.7922 13.1739 10.2011
H 11.6898 22.2493 8.0269
H 13.7089 12.3455 14.6065
H 9.4045 19.7434 7.8780
H 12.7319 9.6452 12.5484
H 8.2954 17.0949 14.2873
H 9.7339 15.9429 11.2606
H 19.8385 11.7243 8.5800
H 15.1003 7.6406 10.3624
H 11.1021 10.3411 12.8316
H 10.2503 17.0643 15.8008
H 11.5816 13.4873 14.3807
H 8.0526 15.8699 13.0126
H 9.3637 19.6135 9.6478
H 11.3972 21.0532 6.7701
H 11.5227 21.6038 10.5423
H 9.8327 8.0908 8.3032
H 8.5723 13.9778 14.2229
H 15.7436 17.7943 10.3187
H 15.7806 18.7462 6.7880
H 9.2676 12.5557 11.0380
H 8.4116 10.9785 11.3548
H 15.6641 16.0425 10.1822
H 15.6091 15.1250 7.6349
H 11.1158 6.6707 9.5125
H 17.0723 16.7437 9.7158
H 15.7151 11.0185 5.8986
H 11.7959 10.3841 11.2036
H 7.7753 12.2203 10.2433
H 9.6709 9.4215 10.4414
H 11.5877 16.0128 15.3995
H 15.4203 16.3493 6.3207
H 14.0063 19.4516 8.3973

Summary:
- orbital gap (eV) = 7.76
- F_max (eV Å⁻¹) = 3.907
- HOMO (eV) = -7.255
- energy relative to the best compared isomer or geometry (same formula, charge and spin) (kJ/mol) = 130.4
- multiplicity = 1

These are the Mulliken partial charges, in e, on atoms 1 to 99: Pb 1.104; Se 0.148; O -0.401; O -0.695; O -0.663; N 0.530; N -0.141; N 0.032; N 0.032; C -0.460; C -0.721; C -0.158; C -0.804; C -1.066; C -1.317; C 0.621; C -0.586; C -0.353; C 2.442; C 0.760; C -2.011; C 0.091; C 2.022; C 0.182; C -0.340; C -0.042; C -0.481; C 1.996; C -0.556; C -0.090; C -1.833; C -2.531; C -0.295; C -2.324; C -0.402; C -1.263; C -0.902; C 0.123; C -0.718; C -0.943; C -1.516; C -2.004; C -1.604; C -1.401; C -1.552; C 0.525; C 0.117; C -1.634; C 0.709; C -0.168; C -0.512; C 2.403; H 0.542; H 0.417; H 0.372; H 0.497; H 0.090; H 0.576; H 0.097; H 0.416; H 0.347; H 0.290; H 0.347; H 0.574; H 0.175; H 0.224; H 0.242; H 0.446; H 0.275; H 0.473; H 0.319; H 0.239; H 0.285; H 0.387; H 0.594; H 0.216; H 0.467; H 0.482; H 0.428; H 0.421; H 0.520; H 0.340; H 0.397; H 0.537; H 0.421; H 0.471; H 0.433; H 0.416; H 0.209; H 0.339; H 0.433; H 0.444; H 0.303; H 0.338; H 0.519; H -0.101; H 0.292; H 0.137; H 0.156